# 1
# C28H32As2N2O2PPd

A molecular structure, C28H32As2N2O2PPd (ωB97M-V/def2-TZVPD, the Open Molecules 2025 dataset).

Structure (XYZ):
```
68
Properties=species:S:1:pos:R:3
Pd -0.629 -0.080 -1.487
N -2.308 1.571 -1.733
C -2.506 2.359 -0.544
C -3.723 2.983 -0.300
C -3.902 3.734 0.850
C -2.872 3.858 1.773
C -1.664 3.222 1.538
C -1.461 2.481 0.374
P 0.079 1.557 0.064
C 1.436 2.721 -0.215
C 2.497 2.284 -1.006
C 3.602 3.096 -1.212
C 3.651 4.356 -0.631
C 2.590 4.806 0.142
C 1.482 3.995 0.348
C 0.421 0.811 1.688
C -0.347 -0.290 2.067
C -0.172 -0.880 3.306
C 0.782 -0.374 4.182
C 1.556 0.715 3.812
C 1.381 1.308 2.566
H -3.183 1.389 -2.206
H -1.701 2.072 -2.378
H -4.531 2.883 -1.017
H -4.852 4.225 1.027
H -3.014 4.434 2.678
H -0.883 3.267 2.288
H 2.445 1.310 -1.474
H 4.418 2.754 -1.836
H 4.511 4.993 -0.790
H 2.620 5.793 0.586
H 0.651 4.367 0.934
H -1.092 -0.682 1.384
H -0.774 -1.732 3.592
H 0.921 -0.832 5.153
H 2.302 1.107 4.491
H 1.999 2.150 2.279
C 3.315 -1.452 -1.208
As 1.405 -1.609 -1.526
C 1.453 -2.726 -3.116
C 0.804 -2.868 -0.167
C 1.701 -3.479 0.703
C 1.251 -4.329 1.704
C -0.106 -4.576 1.840
C -1.007 -3.973 0.973
C -0.567 -3.114 -0.028
As -1.849 -2.270 -1.245
C -3.485 -2.221 -0.199
C -2.272 -3.809 -2.361
H 3.778 -2.435 -1.268
H 3.516 -0.993 -0.244
H 3.718 -0.820 -1.996
H 1.999 -3.642 -2.903
H 1.943 -2.177 -3.917
H 0.442 -2.962 -3.435
H 2.762 -3.292 0.608
H 1.961 -4.799 2.373
H -0.465 -5.237 2.619
H -2.065 -4.175 1.092
H -3.729 -3.202 0.203
H -4.284 -1.915 -0.872
H -3.412 -1.496 0.609
H -2.380 -4.678 -1.714
H -1.486 -3.996 -3.087
H -3.206 -3.628 -2.890
O 0.103 2.376 -3.237
N 0.362 1.465 -3.971
O 0.071 0.297 -3.633
```

Highest occupied orbital energy (alpha / beta), eV: -9.96 / -11.30
2S+1: 3
Expectation value of S²: 2.014
Kohn-Sham gap (alpha / beta), eV: 7.9 / 6.3
Net charge: +1


# 2
# C46H98F6N9O16S6

9 unconnected molecules or ions with the total composition C46H98F6N9O16S6 (ωB97M-V/def2-TZVPD, the Open Molecules 2025 dataset).

Structure (XYZ):
```
181
Properties=species:S:1:pos:R:3
C 7.279 0.933 0.968
C 6.996 0.588 2.408
O 7.509 -0.293 3.120
N 6.116 1.650 3.036
H 6.348 2.528 2.594
H 5.161 1.409 2.816
C 6.365 1.879 4.601
H 7.541 1.983 0.845
H 6.457 0.804 0.264
H 8.170 0.354 0.726
H 5.674 2.642 4.958
H 7.401 2.172 4.770
H 6.227 0.889 5.036
C 2.980 5.475 -11.960
C 3.944 4.600 -11.164
C 5.082 5.465 -10.446
C 4.678 6.337 -9.243
C 4.149 5.390 -8.156
C 3.087 4.348 -8.590
N 3.308 3.771 -10.020
O 2.464 2.751 -10.439
C 1.762 5.062 -8.485
C 3.097 3.204 -7.549
C 4.682 3.722 -12.173
H 3.489 6.084 -12.707
H 2.379 6.071 -11.274
H 2.271 4.905 -12.561
H 5.517 6.062 -11.249
H 5.941 4.901 -10.082
H 3.874 7.022 -9.515
H 5.445 6.991 -8.829
H 3.771 6.036 -7.363
H 5.009 4.859 -7.748
H 0.896 4.426 -8.667
H 1.805 5.954 -9.111
H 1.583 5.312 -7.439
H 3.043 3.518 -6.506
H 4.011 2.618 -7.646
H 2.254 2.516 -7.616
H 3.976 3.137 -12.762
H 5.178 2.889 -11.675
H 5.409 4.195 -12.834
C -0.722 -5.538 -4.863
C -1.664 -5.461 -6.036
C -2.299 -6.862 -6.235
C -3.335 -7.265 -5.247
C -4.459 -6.237 -5.324
C -4.114 -4.745 -5.230
N -2.802 -4.453 -5.882
O -2.292 -3.191 -5.769
C -4.072 -4.339 -3.682
C -5.212 -3.860 -5.924
C -0.879 -5.123 -7.361
H -1.152 -5.887 -3.924
H -0.381 -4.509 -4.747
H 0.094 -6.215 -5.114
H -1.538 -7.642 -6.242
H -2.674 -6.959 -7.254
H -3.064 -7.323 -4.193
H -3.848 -8.189 -5.513
H -5.335 -6.364 -4.687
H -4.960 -6.441 -6.270
H -3.370 -4.921 -3.085
H -5.059 -4.553 -3.272
H -3.743 -3.309 -3.547
H -4.926 -2.829 -5.713
H -6.189 -4.033 -5.474
H -5.150 -3.938 -7.009
H -1.534 -5.031 -8.228
H -0.066 -5.835 -7.496
H -0.394 -4.147 -7.376
C 5.391 -11.012 8.959
C 6.774 -10.260 8.723
C 6.990 -9.908 7.213
C 6.006 -8.773 6.723
C 6.429 -7.418 7.419
C 6.467 -7.490 8.990
N 6.767 -8.911 9.499
O 6.956 -9.118 10.896
C 4.994 -7.127 9.455
C 7.489 -6.418 9.400
C 8.046 -11.110 9.124
H 5.313 -11.247 10.020
H 5.324 -11.982 8.466
H 4.474 -10.429 8.867
H 6.802 -10.827 6.659
H 8.039 -9.701 7.000
H 5.004 -9.058 7.041
H 6.080 -8.593 5.651
H 5.772 -6.668 6.980
H 7.415 -7.119 7.063
H 4.802 -6.104 9.132
H 4.880 -7.140 10.539
H 4.412 -7.970 9.082
H 8.490 -6.763 9.140
H 7.534 -6.200 10.467
H 7.394 -5.466 8.878
H 7.911 -11.467 10.145
H 9.021 -10.624 9.093
H 8.113 -11.919 8.397
C -9.814 4.062 5.472
C -9.352 2.692 6.076
C -8.347 1.835 5.250
N -8.234 0.346 5.794
C -7.599 0.413 7.161
C -7.299 -0.465 4.857
C -7.660 -1.882 5.106
C -9.174 -1.915 5.440
C -9.520 -0.469 5.697
H -9.034 4.718 5.086
H -10.259 4.739 6.201
H -10.436 3.886 4.594
H -10.205 2.067 6.337
H -8.813 2.941 6.990
H -7.367 2.309 5.190
H -8.695 1.729 4.223
H -6.910 1.257 7.198
H -7.263 -0.562 7.516
H -8.378 0.785 7.826
H -6.283 -0.284 5.208
H -7.460 -0.208 3.810
H -7.004 -2.353 5.837
H -7.508 -2.436 4.179
H -9.522 -2.604 6.211
H -9.750 -2.167 4.550
H -10.109 -0.340 6.605
H -10.070 0.076 4.929
C -2.664 9.470 -3.263
C -2.940 10.802 -4.061
C -2.211 11.972 -3.361
N -2.341 13.238 -4.281
C -1.626 13.141 -5.639
C -3.794 13.694 -4.564
C -3.720 15.226 -4.835
C -2.359 15.661 -4.304
C -1.853 14.454 -3.516
H -3.025 8.612 -3.830
H -3.273 9.341 -2.368
H -1.629 9.340 -2.946
H -3.999 11.047 -4.143
H -2.647 10.677 -5.103
H -1.171 11.806 -3.083
H -2.836 12.112 -2.478
H -0.609 13.030 -5.263
H -1.778 13.864 -6.441
H -1.758 12.180 -6.135
H -4.093 13.164 -5.469
H -4.435 13.445 -3.718
H -4.015 15.526 -5.841
H -4.507 15.587 -4.172
H -1.738 15.903 -5.167
H -2.365 16.503 -3.612
H -0.776 14.434 -3.352
H -2.292 14.433 -2.518
N 1.187 0.135 1.694
S 0.828 -1.496 1.713
O 1.528 -2.431 0.846
O -0.511 -1.944 2.173
F 1.626 -1.744 3.090
S 0.050 0.418 0.721
O -1.279 0.778 1.258
O 0.117 -0.085 -0.660
F 0.637 1.893 0.477
N -0.766 1.417 10.334
S -1.106 -0.161 10.851
O -0.411 -0.688 12.005
O -1.788 -1.078 9.944
F -2.430 0.314 11.618
S -0.331 0.981 8.968
O -1.379 0.952 7.949
O 0.867 0.173 8.857
F 0.392 2.395 8.594
N 0.689 -11.662 3.007
S 0.721 -11.386 1.326
O -0.477 -11.876 0.585
O 1.963 -11.259 0.589
F 0.401 -9.759 1.503
S 1.301 -13.069 2.833
O 2.761 -13.146 2.800
O 0.580 -14.024 2.043
F 1.072 -13.620 4.346
```

Highest occupied orbital energy, eV: -10.21
2S+1: 1
Kohn-Sham gap, eV: 0.4
Net charge: +3


# 3
# C4H11N2

2 unconnected molecules or ions with the total composition C4H11N2 (ωB97M-V/def2-TZVPD, the Open Molecules 2025 dataset).

Structure (XYZ):
```
17
Properties=species:S:1:pos:R:3
C 1.375 -2.007 0.020
C 0.922 -0.874 -0.582
C -2.769 0.100 -0.057
C 0.893 0.494 -0.017
N 1.323 1.564 -0.679
N 0.659 0.673 1.263
H 1.414 -2.971 -0.467
H 1.603 -2.009 1.031
H 0.761 -0.804 -1.694
H -2.525 -0.865 -0.094
H -3.605 0.260 -0.715
H -2.804 0.513 0.910
H 1.605 2.390 -0.219
H 1.625 1.603 -1.666
H -1.974 0.535 -0.653
H 0.795 1.548 1.730
H 0.701 -0.151 1.889
```

Highest occupied orbital energy, eV: -15.25
2S+1: 1
Kohn-Sham gap, eV: 10.7
Net charge: +1


Here are the calculated max |F| numbers, same order: 0.72, 9.54, 4.24 (eV/A).
Here are the calculated relative energy (zero: lowest compared OMol25 entry of this formula, charge and spin) numbers, same order: 1.5197, 7.9161, 1.6907 (eV).